Below is a molecular structure, C29H48CeCl2N3O4SiTe in a non-equilibrium geometry, with properties calculated with the ωB97M-V functional and the def2-TZVPD basis.

Output
energy above the lowest of the compared OMol25 structures with the same formula, charge and spin = 697.7 kJ/mol
DFT total energy = -96656.28504 eV
E_LUMO (spin up / spin down) = -0.0204 / -0.0198 Eh
largest force on an atom = 0.0860 hartree/bohr

Structure (ORCA input):
```
! wB97M-V def2-TZVPD RIJCOSX def2/J DEFGRID3
* xyz 0 2
C 2.4451 2.6836 -3.6592
C 3.1226 2.5018 -2.3234
H 2.7394 3.5247 -4.2441
H 1.3543 2.7448 -3.4483
H 2.5669 1.7609 -4.2658
C 3.7398 3.4677 -1.6480
C 3.7921 4.8998 -2.1433
H 4.1974 3.2712 -0.6787
H 2.7996 5.1869 -2.5024
H 4.5118 5.0496 -2.9596
H 4.0660 5.5559 -1.3198
Ce -2.0943 0.6204 1.3281
Cl -4.3341 1.7434 0.8359
C 1.1966 -1.2003 2.1552
O 0.1244 -0.5604 1.9449
N 1.7399 -1.3339 3.3657
C 1.2370 -0.5517 4.4885
C 2.9081 -2.1521 3.6351
H 1.7259 -1.7234 1.3278
H 0.2325 -0.1915 4.2825
H 1.9048 0.3007 4.6874
H 1.2342 -1.2048 5.3693
H 3.1670 -2.7578 2.7647
H 2.6897 -2.8152 4.4942
H 3.7724 -1.5287 3.9036
H -3.8485 -3.8764 2.5405
H -4.0923 -4.5616 -0.2961
C -4.6801 -3.2347 2.2282
C -4.7530 -3.6866 -0.2642
N -4.4299 -2.7890 0.8489
H -4.7025 -2.3396 2.8462
C -3.5616 -1.8290 0.7883
O -3.0100 -1.3263 1.8206
H -4.6630 -3.1690 -1.2215
H -3.1980 -1.4825 -0.2368
H -5.6432 -3.7734 2.3171
H -5.7849 -4.0805 -0.2016
H 0.3966 3.5206 -1.1231
H 2.4650 4.8861 0.9109
C -0.0696 4.2324 -0.4258
C 1.4810 5.0986 1.3577
N 0.5076 4.1227 0.9125
H -1.1506 4.0648 -0.4227
C 0.1699 3.1099 1.7298
O -0.6504 2.2285 1.3511
H 1.5639 5.0422 2.4461
H 0.5745 3.0546 2.7393
H 0.1415 5.2547 -0.7781
H 1.1504 6.0995 1.0495
O 1.5224 0.9070 -2.1241
C 2.7804 1.1252 -1.7046
C 3.0933 1.6233 0.8903
C 3.2966 0.8005 -0.2332
H 2.3662 2.4348 0.8423
C 3.8024 1.4110 2.0742
H 3.4205 0.4149 -2.2826
C 4.0453 -0.3680 -0.0263
H 3.6896 2.0970 2.9196
C 4.6837 0.3381 2.1994
C 4.7945 -0.5876 1.1376
H 4.0802 -1.1297 -0.8178
H 5.2978 0.2087 3.1089
H 5.4472 -1.4145 1.2231
Si -2.4830 0.7241 -3.3906
Cl -1.3223 0.9526 -1.0579
C -4.0103 1.8329 -3.0859
C -3.1769 -1.0313 -3.4918
C -1.8853 1.2999 -5.0450
H -3.7545 2.7607 -2.5781
H -4.7957 1.3686 -2.4710
H -4.4873 2.1385 -4.0359
H -1.7980 2.3863 -5.0740
H -2.6161 0.9567 -5.7895
H -0.8794 0.8619 -5.2852
H -2.5890 -1.7428 -2.8927
H -3.1500 -1.3977 -4.5275
H -4.2209 -1.1001 -3.1548
Te -0.4897 -2.2278 -1.0199
C -0.9289 -3.9665 -0.0143
C -1.1983 -5.1913 -0.6713
C -1.6772 -6.2612 0.0934
C -1.8383 -6.1339 1.4783
C -1.5242 -4.9246 2.1204
C -1.0172 -3.8558 1.3926
H -1.0436 -5.2448 -1.7476
H -1.9218 -7.2087 -0.3980
H -2.1964 -6.9722 2.0716
H -1.6630 -4.8179 3.1987
H -0.7047 -2.9242 1.8621
*
```



Below is a molecular structure, C18H39BClI2NO7PS6 in a non-equilibrium geometry, with properties calculated with the ωB97M-V functional and the def2-TZVPD basis.

Output
DFT total energy = -138822.47404 eV
E_LUMO = 0.0573 Eh
largest force on an atom = 0.0403 hartree/bohr

Structure (ORCA input):
```
! wB97M-V def2-TZVPD RIJCOSX def2/J DEFGRID3
* xyz -1 1
C -3.1305 1.2361 5.6912
C -2.4335 2.5654 5.8739
I -3.8056 4.2301 6.0040
C -1.1088 2.6910 5.9537
I -0.2821 4.6716 6.1606
B -0.1487 1.3660 5.9245
Cl -0.4713 0.3763 7.5146
C -0.3679 0.4591 4.5839
C -0.5580 1.1358 3.3904
C -0.7827 0.3985 2.2554
C -0.8244 -0.9827 2.3556
C -0.6035 -1.5315 3.5929
N -0.3781 -0.8679 4.7163
P 1.7739 1.7530 5.9851
O 2.5885 0.3086 6.0787
O 2.1379 2.5069 7.4198
S 2.4683 2.6862 4.4375
H -2.6574 0.4147 6.2312
H -3.1613 1.0239 4.6109
H -4.1817 1.2966 5.9985
H -0.5405 2.2151 3.3400
H -0.9391 0.8641 1.2836
H -1.0041 -1.6103 1.4890
H -0.6264 -2.6253 3.6638
H 2.8926 0.1524 6.9841
H 2.7727 1.9730 7.9169
C -0.0913 -2.8855 -1.8931
S 0.3173 -1.2801 -1.1947
O -0.3250 -0.2451 -2.0553
C 2.0593 -1.3275 -1.6339
H -1.1563 -3.0549 -1.7687
H 0.1566 -2.9035 -2.9551
H 0.4606 -3.6632 -1.3648
H 2.1651 -1.4436 -2.7136
H 2.5423 -2.1567 -1.1163
H 2.5225 -0.3926 -1.3242
C 2.5132 2.8973 -1.9858
S 4.1574 2.1787 -1.8583
O 4.8235 2.7971 -0.6871
C 4.8220 2.9696 -3.3320
H 1.9279 2.5618 -1.1310
H 2.5861 3.9853 -1.9750
H 2.0388 2.5571 -2.9071
H 4.7442 4.0531 -3.2338
H 4.2706 2.6267 -4.2081
H 5.8680 2.6849 -3.4279
C -3.4304 3.9540 -0.2647
S -3.1918 4.4344 1.4562
O -1.8591 3.9381 1.8635
C -4.4271 3.3095 2.1265
H -2.7241 4.5148 -0.8745
H -3.2434 2.8854 -0.3792
H -4.4489 4.1957 -0.5714
H -4.1876 2.2807 1.8519
H -5.4060 3.5882 1.7326
H -4.4392 3.4034 3.2144
C 3.1006 -2.7257 -6.0149
S 4.3637 -1.9431 -5.0000
O 4.6288 -0.6019 -5.5793
C 5.7084 -3.0223 -5.5142
H 2.1692 -2.1789 -5.8777
H 3.3954 -2.6891 -7.0642
H 2.9666 -3.7593 -5.6945
H 5.8335 -2.9660 -6.5960
H 5.4882 -4.0462 -5.2109
H 6.6195 -2.6860 -5.0231
C -3.5601 -4.4078 -5.1844
S -3.3262 -4.0117 -3.4453
O -2.1581 -4.7980 -2.9668
C -4.8064 -4.8504 -2.8627
H -2.7147 -4.0068 -5.7402
H -3.6033 -5.4898 -5.3136
H -4.4816 -3.9466 -5.5405
H -4.7683 -5.9034 -3.1431
H -5.6868 -4.3746 -3.2955
H -4.8417 -4.7619 -1.7786
*
```



Below is 3 unconnected molecules or ions with the total composition C21H24FNO11 in a non-equilibrium geometry, with properties calculated with the ωB97M-V functional and the def2-TZVPD basis.

Output
structure (SMILES) = CC[C@@H](OC[C@H](C)F)[C@@H](N=C=O)OC.O=C1C=C(O)C(=O)C=C1O.O=C1C=C(O)C(=O)C=C1O
DFT total energy = -48894.22940 eV
E_LUMO = -0.0606 Eh
largest force on an atom = 0.0295 hartree/bohr

Structure (ORCA input):
```
! wB97M-V def2-TZVPD RIJCOSX def2/J DEFGRID3
* xyz 0 1
C 1.2135 0.5809 -0.1291
C 1.4751 -0.3683 -1.3200
C 1.3442 -1.8808 -1.0573
O 2.5140 -2.5412 -0.6215
C 3.1558 -2.0131 0.5088
C 4.5016 -2.7536 0.6539
C 5.5284 -2.3218 -0.3888
F 4.2521 -4.1062 0.4234
C 0.0880 -2.2712 -0.2586
N 0.1468 -1.9518 1.1720
C -0.9257 -1.5971 1.6448
O -1.9231 -1.3636 2.1948
O -1.0735 -1.7468 -0.8763
C -1.6160 -2.6418 -1.8347
H 0.1805 0.9240 -0.0590
H 1.5173 0.1733 0.8334
H 1.8271 1.4794 -0.2728
H 2.4446 -0.1338 -1.7673
H 0.7320 -0.1315 -2.0879
H 1.1539 -2.3103 -2.0481
H 2.6109 -2.1733 1.4447
H 3.4076 -0.9491 0.4296
H 4.8933 -2.6567 1.6695
H 6.4645 -2.8434 -0.1757
H 5.6974 -1.2445 -0.3827
H 5.1670 -2.6589 -1.3620
H 0.0154 -3.3668 -0.3290
H -0.8425 -3.1825 -2.3886
H -2.1835 -2.0738 -2.5714
H -2.2826 -3.3684 -1.3563
C 0.6093 2.7455 5.8346
C 1.0526 2.0588 4.7752
C 0.2462 0.9562 4.1510
O 0.7138 0.3916 3.1772
C -1.0394 0.6214 4.7416
C -1.4817 1.3066 5.8039
C -0.6873 2.4260 6.4134
O -1.1613 3.0147 7.3663
O -2.6476 1.0482 6.3906
O 2.2296 2.3017 4.2010
H 1.1805 3.5419 6.2900
H -1.6055 -0.1833 4.2941
H -2.7240 1.6851 7.1260
H 2.3003 1.6698 3.4606
C -3.2775 2.2978 -5.9693
C -2.4164 1.4021 -5.4721
C -2.4124 1.0307 -4.0170
O -1.6126 0.1942 -3.6388
C -3.3595 1.6903 -3.1330
C -4.2192 2.5891 -3.6291
C -4.2412 2.9424 -5.0892
O -5.0620 3.7546 -5.4704
O -5.1080 3.2273 -2.8729
O -1.5105 0.7800 -6.2243
H -3.2909 2.5711 -7.0148
H -3.3356 1.4263 -2.0848
H -5.6021 3.8136 -3.4770
H -1.0223 0.1888 -5.6208
*
```



Below is a molecular structure, C3H4LiO3Pt in a non-equilibrium geometry, with properties calculated with the ωB97M-V functional and the def2-TZVPD basis.

Output
energy above the lowest of the compared OMol25 structures with the same formula, charge and spin = 312.3 kJ/mol
DFT total energy = -12756.83979 eV
E_LUMO (spin up / spin down) = -0.1587 / -0.1654 Eh
largest force on an atom = 0.2051 hartree/bohr

Structure (ORCA input):
```
! wB97M-V def2-TZVPD RIJCOSX def2/J DEFGRID3
* xyz 1 3
H -2.2763 -0.9356 0.9088
C -1.5685 -0.6234 0.1138
C -0.4632 -1.6289 0.0931
O 0.7167 -1.2254 0.1057
C 2.0061 1.3777 -0.6124
O 3.1637 1.1938 -0.0073
Pt 0.6425 0.6484 0.6128
O -1.1096 0.6712 0.3062
H -2.1164 -0.7677 -0.8403
H -0.6702 -2.5790 -0.4309
H 3.8562 1.7715 -0.3652
Li -2.1810 2.0973 0.1155
*
```